Below is a structure of composition C44H51Cl3IN5O5PS2Sc, with properties calculated with ωB97M-V with the def2-TZVPD basis set.

Geometry as XYZ:
```
113
Properties=species:S:1:pos:R:3:forces:R:3
Sc 0.2447 0.5025 0.7668 -0.8 0.4 0.2
C 5.9495 4.6669 -2.1436 0.2 0.5 1.2
C 4.4621 4.7831 -2.0961 -0.2 -0.4 -1.1
N 3.6453 4.2078 -2.9546 0.5 0.4 0.2
C 2.3390 4.4807 -2.6446 -0.2 0.3 1.9
C 2.1452 5.2619 -1.5141 1.0 -0.9 -1.4
S 3.6918 5.6249 -0.8417 -0.8 0.4 0.2
C 1.2646 3.8752 -3.4303 0.6 0.9 -2.8
C 1.3522 3.9260 -4.8205 -1.1 -0.2 0.9
S -0.0702 3.2053 -5.4876 0.4 0.1 0.4
C -0.6306 2.8514 -3.8970 -0.7 -1.2 0.4
N 0.1376 3.2856 -2.9552 0.7 0.2 1.0
C -1.7199 1.8431 -3.5676 1.1 -0.6 -0.3
H 6.4842 5.5417 -1.7167 -0.5 -0.6 -0.1
H 6.3974 4.4480 -3.0732 -0.2 0.2 -1.6
H 6.2206 3.7757 -1.6128 0.2 -0.4 1.0
H 1.1950 5.6412 -1.2244 -0.3 0.2 0.6
H 2.0732 4.4274 -5.4456 0.1 -0.1 0.1
H -1.8322 1.1944 -4.4149 -0.1 -0.4 -0.6
H -2.6860 2.2483 -3.4074 -0.8 0.7 0.4
H -1.4421 1.1649 -2.7293 0.0 0.9 -0.4
C -3.4708 -2.1849 0.8987 -0.6 0.0 1.0
C -2.1200 -2.5971 0.3901 0.2 0.8 -1.7
C -2.0476 -4.0809 0.1080 -1.1 -0.9 0.8
P -0.7212 -1.9427 1.3624 0.2 -0.2 0.8
C -0.9548 -2.4842 3.1421 -0.4 -1.0 -1.2
C -1.3401 -3.9393 3.3617 -0.1 -0.6 -0.1
C -1.9785 -1.5944 3.7705 -1.0 0.6 0.3
C 0.7161 -2.8477 0.6650 0.4 -0.8 0.9
C 1.2880 -4.0332 1.1638 -0.9 0.4 -0.5
C 2.2536 -4.7586 0.4735 0.6 0.5 -0.8
C 2.6820 -6.1187 0.8620 0.7 -1.8 -0.1
C 2.8437 -4.1619 -0.6228 -0.3 1.8 -0.3
C 2.4386 -2.8460 -0.9622 0.8 -0.7 -1.0
C 1.3463 -2.2059 -0.4108 -0.5 0.7 1.2
N 0.9584 -0.8664 -0.6913 0.5 -1.5 -1.5
C 1.1408 -0.5813 -2.0667 1.2 1.3 0.1
C 0.6305 -1.3468 -3.0942 -0.8 0.8 -0.5
C -0.2206 -2.5586 -2.9612 -0.1 0.5 0.4
C 0.8299 -0.9234 -4.4095 1.2 -1.3 -1.1
C 1.8068 -0.0286 -4.7934 -1.1 1.6 0.4
C 2.1143 0.2696 -6.2454 -0.7 0.9 0.9
C 2.2623 0.7836 -3.7511 2.2 1.2 -1.7
C 2.0013 0.5262 -2.4648 -1.7 -1.7 2.2
C 2.5118 1.3886 -1.3637 -1.6 -1.2 0.3
H -4.2997 -2.2178 0.1981 0.2 -0.2 -0.6
H -3.4807 -1.1907 1.3124 0.1 0.5 0.0
H -3.7687 -2.8420 1.7040 -0.1 -0.3 0.4
H -1.9774 -1.9766 -0.5405 0.0 -0.8 0.4
H -2.3216 -4.6148 1.0791 0.7 0.4 -1.4
H -1.0795 -4.4057 -0.2803 -0.2 -0.1 0.2
H -2.8535 -4.3766 -0.5904 0.4 0.2 0.1
H 0.0108 -2.4143 3.5976 0.8 0.7 0.3
H -2.3936 -4.1333 3.1300 0.1 0.1 0.3
H -1.1195 -4.1646 4.4055 -0.4 -0.2 0.1
H -0.7758 -4.6543 2.7676 0.0 0.1 0.0
H -3.0178 -1.8508 3.5791 0.0 -0.4 -0.6
H -1.8705 -0.5823 3.4683 0.2 1.1 -0.4
H -2.0101 -1.5257 4.8347 0.7 -0.4 1.1
H 0.9157 -4.4540 2.0760 -0.2 -0.2 0.2
H 3.0738 -6.0976 1.8930 -0.1 -0.3 -0.3
H 3.4951 -6.5794 0.1661 -1.4 1.0 1.2
H 1.8054 -6.8059 0.8190 0.7 0.3 0.2
H 3.6723 -4.6248 -1.1726 -0.4 0.1 0.3
H 2.9805 -2.3080 -1.7343 0.0 -0.2 -0.2
H -1.0198 -2.4363 -3.6938 -0.1 -0.6 0.1
H -0.6067 -2.6949 -1.9600 -0.3 0.0 0.1
H 0.4182 -3.3987 -3.1690 0.0 -0.7 -0.3
H 0.3849 -1.5190 -5.2210 -0.1 0.1 0.4
H 2.0525 -0.6966 -6.7077 0.4 -0.2 -1.0
H 3.0956 0.7682 -6.3091 -0.3 -0.5 -0.3
H 1.3351 0.9618 -6.6691 0.7 -0.7 0.2
H 2.9461 1.6513 -3.9399 -0.6 -0.8 -0.1
H 3.0565 2.2133 -1.7213 0.9 1.0 -0.4
H 2.9268 -0.2254 -0.0362 -0.3 1.4 -0.4
H 0.7426 2.3572 -1.2726 0.5 -0.4 1.0
I 3.3611 3.4339 2.8020 0.4 -0.1 0.5
C 2.9320 2.2400 1.1518 -0.8 1.7 0.3
C 3.9639 1.5225 0.5770 -0.7 -0.4 0.2
N 3.4081 0.6403 -0.4506 -0.5 -1.7 0.5
N 1.3395 1.8096 -0.5882 -0.6 1.7 -0.1
C 1.6541 2.5168 0.6967 1.4 -1.6 -1.4
H 4.5664 0.9154 1.2023 1.0 0.0 0.7
H 4.1286 0.1778 -0.9701 0.8 0.2 -0.8
H 1.0127 3.2768 1.0802 -0.3 0.3 -0.1
C -6.6516 0.4489 2.0298 -1.3 0.0 -0.2
C -5.7770 1.0360 3.0885 0.9 0.0 -1.5
C -6.1087 1.3517 4.3734 -0.9 -1.2 0.2
C -5.1867 1.8163 5.2723 -0.3 0.8 0.5
Cl -5.7058 2.1438 6.8791 -0.2 0.1 0.7
C -3.9277 2.1540 4.9094 2.0 -0.4 -1.7
C -3.5142 1.8129 3.5711 -0.7 1.1 1.4
C -4.4798 1.3326 2.6762 2.3 0.5 0.1
O -4.1030 1.0858 1.3542 -0.5 0.4 0.2
C -3.5005 2.1638 0.5750 -0.6 -0.4 0.4
C -2.0298 1.7639 0.4738 -0.2 -0.2 -0.4
O -1.7471 0.8706 -0.3880 0.3 0.4 0.7
O -1.1722 2.1974 1.2887 -0.1 -0.2 -0.3
H -7.7167 0.4305 2.3377 0.6 -0.1 -0.1
H -6.3622 -0.5669 1.7201 0.0 0.3 0.3
H -6.5792 1.0501 1.1153 -0.1 -0.1 0.2
H -7.0899 1.1112 4.7318 -0.5 0.0 0.1
H -3.2285 2.6514 5.6051 -0.5 -0.5 -0.5
H -2.4789 2.0710 3.3067 -0.6 -0.3 -0.3
H -3.7505 3.1662 0.9879 0.6 -0.7 0.0
H -3.9652 2.0763 -0.4089 0.2 0.0 0.0
Cl 3.5646 -1.6248 3.9944 0.1 -0.5 -0.3
C 2.4208 -0.3253 4.1432 0.0 1.9 -0.7
Cl 1.5456 -0.3475 5.6389 -0.4 -0.3 0.8
C 1.4476 -0.0958 2.9497 0.7 -0.1 1.2
O 1.7954 -0.5077 1.8153 0.6 -0.1 -0.1
O 0.4330 0.5839 3.1497 -0.2 -0.1 -0.5
H 2.9924 0.6314 4.1457 -0.2 -0.7 0.0
```
Positions in Å, forces in eV/Å.

Values from the calculation:
relative energy (zero: lowest compared OMol25 entry of this formula, charge and spin): 2.954 eV
HOMO level: -7.149 eV
frontier orbital gap: 7.5 eV
E: -161474.88775 eV